P:
# C6H11NO2

C6H11NO2 in the gas phase (ωB97M-V with the def2-TZVPD basis set, the OMol25 dataset).

The SMILES is C#C[C@@H](C)[C@H](N)C(O)O. The value obtained for the HOMO energy is -9.7 eV. Its HOMO-LUMO gap is 10.565 eV. The net charge is 0.

```
20
C6H11NO2 (ωB97M-V with the def2-TZVPD basis set)
O -0.52189 -1.47721 2.41074
O -0.54519 0.73792 1.88722
N -1.67017 -0.91751 -0.20224
C 0.66677 -0.06474 -0.86829
C -0.91978 1.50602 -2.58669
C 0.07651 -0.48877 1.59648
C 1.80176 0.79340 -0.32768
C -0.16648 0.88225 -1.88117
C -0.23463 -0.89812 0.00811
H -0.42639 0.87005 2.84237
H 1.11915 -0.77644 -1.57006
H 0.10443 -1.93844 -0.05959
H 2.50756 1.03684 -1.12813
H -1.31566 -1.76063 1.91641
H 1.44282 1.74973 0.06517
H -1.47946 2.11677 -3.25878
H 2.42225 0.27097 0.40626
H -2.05616 0.00549 0.01498
H -1.93653 -1.18860 -1.14529
H 1.13110 -0.45899 1.88018
```

Q:
# C6H11NO2

C6H11NO2 in the gas phase (ωB97M-V with the def2-TZVPD basis set, the OMol25 dataset).

The SMILES is C=C[C@@H](O)[C@H](N)C(C)=O. The value obtained for the HOMO energy is -9.2 eV. Its HOMO-LUMO gap is 10.004 eV. The net charge is 0.

```
20
C6H11NO2 (ωB97M-V with the def2-TZVPD basis set)
O -1.44658 -0.10615 1.84219
O 1.02761 0.86187 1.54769
N -0.75242 1.23547 -1.55698
C 0.19156 -2.22430 0.86105
C -1.32888 -0.23220 0.47045
C -0.47981 -1.44892 0.03125
C 0.80643 0.90514 0.34706
C -0.63090 1.04617 -0.13081
C 1.88125 0.81726 -0.68763
H 2.85823 0.86652 -0.21619
H -2.33415 -0.33735 0.03991
H -0.44823 0.41395 -2.06619
H -1.07394 1.91535 0.36969
H 1.75176 1.62253 -1.40370
H -1.71756 1.41289 -1.80853
H 0.21066 -2.03302 1.92097
H -0.52789 0.17208 2.17446
H 0.73583 -3.08995 0.51948
H 1.79330 -0.12327 -1.22627
H -0.51627 -1.67408 -1.02790
```

Stability, descending: Q, P

P:
# C6H9N2O2

2 unconnected molecules or ions with the total composition C6H9N2O2 (ωB97M-V with the def2-TZVPD basis set, the OMol25 dataset).

The value obtained for the HOMO energy is -4.9 eV. Its HOMO-LUMO gap is 8.521 eV. The net charge is -1.

```
19
C6H9N2O2 (ωB97M-V with the def2-TZVPD basis set)
O 2.93891 -3.54967 0.66713
O 1.65702 -1.97645 -0.29372
N -0.52310 2.20271 -0.03878
N 0.07445 0.10499 -0.44979
C 1.61153 -2.13545 2.07162
C -2.47800 2.50448 -1.55026
C 2.14592 -2.60232 0.70314
C -0.95589 0.39573 -1.29486
C -1.29459 1.70659 -1.05050
C 0.30808 1.21000 0.27406
H 1.57150 -1.05107 2.09114
H -3.38933 1.93732 -1.39246
H 0.60139 -2.51148 2.22998
H -1.40091 -0.38996 -1.88111
H 0.60917 -0.79253 -0.20917
H 2.24368 -2.45268 2.89515
H 1.14973 1.34290 0.94170
H -2.36988 2.57951 -2.63460
H -2.49968 3.47737 -1.07866
```

Q:
# C6H9N2O2

2 unconnected molecules or ions with the total composition C6H9N2O2 (ωB97M-V with the def2-TZVPD basis set, the OMol25 dataset).

The value obtained for the HOMO energy is -5.0 eV. Its HOMO-LUMO gap is 8.622 eV. The net charge is -1.

```
19
C6H9N2O2 (ωB97M-V with the def2-TZVPD basis set)
O -1.28102 1.91523 0.85759
O -2.40281 3.80598 0.44591
N 1.09535 -1.92491 -0.85685
N -0.00182 -0.20688 0.08776
C 2.50040 -2.64254 1.12525
C 1.43771 -1.83082 0.46022
C 0.79299 -0.77742 1.06760
C -1.94328 2.72241 0.12843
C -2.24183 2.31094 -1.37162
C 0.23915 -0.94983 -1.02746
H 0.96609 -0.38711 2.05079
H -1.60455 3.04042 -1.90641
H 3.16700 -3.05498 0.35489
H -1.77971 1.37517 -1.66011
H -0.40539 -0.80135 -1.88216
H 3.11040 -2.19391 1.91164
H -3.27324 2.40718 -1.68703
H -0.52739 0.72754 0.24966
H 2.15196 -3.53512 1.65189
```

R:
# C6H9N2O2

2 unconnected molecules or ions with the total composition C6H9N2O2 (ωB97M-V with the def2-TZVPD basis set, the OMol25 dataset).

The value obtained for the HOMO energy is -4.4 eV. Its HOMO-LUMO gap is 8.284 eV. The net charge is -1.

```
19
C6H9N2O2 (ωB97M-V with the def2-TZVPD basis set)
O -1.82916 -0.71189 -1.24513
O -2.49247 1.41236 -1.19427
N 1.60391 -0.70673 1.39889
N 0.46746 -0.29805 -0.49705
C -3.96740 -0.24468 -0.29132
C -2.66629 0.21236 -0.92264
C 0.49574 -0.94581 0.71315
C 2.32040 0.15000 0.59896
C 1.59216 0.47023 -0.50906
C 3.73598 0.54927 0.88277
H -0.27306 -1.69633 0.80444
H -4.17510 0.34864 0.59685
H -4.74919 -0.25293 -1.04386
H 1.82438 1.20021 -1.26716
H -3.77296 -1.24160 0.12351
H 4.21248 0.32111 1.84778
H 4.44082 0.16146 0.14674
H -0.47330 -0.36441 -1.16045
H 3.70560 1.63680 1.01784
```

S:
# C6H9N2O2

2 unconnected molecules or ions with the total composition C6H9N2O2 (ωB97M-V with the def2-TZVPD basis set, the OMol25 dataset).

The value obtained for the HOMO energy is -4.3 eV. Its HOMO-LUMO gap is 8.018 eV. The net charge is -1.

```
19
C6H9N2O2 (ωB97M-V with the def2-TZVPD basis set)
O -1.50430 -1.19837 -0.49101
O -1.55173 -3.16930 0.55442
N 1.96142 2.31198 0.83356
N 1.38332 0.74615 -0.61185
C 0.24263 1.02500 0.08727
C -0.22870 2.57529 2.02983
C -1.25082 -3.21414 -1.79465
C 0.61437 2.06533 0.91324
C 2.39634 1.52508 -0.13370
C -1.46553 -2.47150 -0.46818
H -2.11492 -3.03683 -2.43883
H -0.98149 -4.22137 -1.50350
H 1.43843 -0.01638 -1.27287
H -1.20221 2.09004 2.08960
H -0.46144 -2.71085 -2.36582
H -0.38922 3.65424 1.90691
H -0.51788 0.23578 0.14912
H 0.22689 2.39411 3.00761
H 3.40483 1.41574 -0.49113
```

Stability, descending: P, Q, R, S

P:
# C8H16N2O3

A molecular structure, C8H16N2O3 (ωB97M-V with the def2-TZVPD basis set, the OMol25 dataset).

The value obtained for the HOMO energy is -9.7 eV. Its HOMO-LUMO gap is 10.130 eV. The net charge is 0.

```
29
C8H16N2O3 (ωB97M-V with the def2-TZVPD basis set)
O -1.29172 2.45208 0.69794
O 1.78253 -0.57047 -1.19840
O -2.61902 1.45103 -0.92573
N 0.82037 0.66472 0.17729
N 4.38731 -0.34359 0.13499
C 1.96649 0.05401 -0.12324
C -1.31244 -0.80676 1.70330
C -0.22985 0.42505 -0.75204
C 3.16320 0.07202 0.72959
C -0.71589 -0.95373 -0.88171
C -1.50404 1.37070 -0.28279
C -2.59307 -2.41621 0.07895
C -1.66552 -1.20080 0.26009
H 2.87399 -0.54181 1.57988
H -3.65042 -2.24128 0.68580
H 0.06164 -1.70424 -0.82746
H 4.85091 0.56350 -0.47240
H -2.60778 -2.66649 -1.17562
H -1.84621 -3.38149 0.58361
H 0.03177 -0.58375 1.90446
H -1.60250 0.37330 1.99555
H -1.45365 -1.23813 -1.86774
H 0.68145 1.26328 1.01572
H -2.03207 -1.44319 2.18571
H 3.15133 0.98019 1.24758
H -2.42659 -0.44471 0.19826
H -0.00946 0.89159 -1.76544
H 3.97043 -0.97929 -0.77983
H -2.07416 2.97771 0.32258
```

Q:
# C8H16N2O3

C8H16N2O3 in the gas phase (ωB97M-V with the def2-TZVPD basis set, the OMol25 dataset).

The SMILES is CON1C(=O)N(C)C(C)(C)[C@@]1(C)O. The value obtained for the HOMO energy is -8.8 eV. Its HOMO-LUMO gap is 9.437 eV. The net charge is 0.

```
29
C8H16N2O3 (ωB97M-V with the def2-TZVPD basis set)
O 0.36169 -0.52814 2.54461
O -2.21717 -1.01195 1.59827
O 0.70204 1.84196 0.79182
N -0.06409 -0.31902 1.24895
N -1.41953 0.31554 -0.33677
C -1.40327 -0.38002 0.90570
C 0.24008 -0.79283 -1.88003
C 0.77440 -1.92154 2.91629
C 2.17851 0.09245 0.25564
C 0.74111 0.50370 0.33065
C -2.69302 0.43421 -0.97835
C -0.10867 0.44256 -0.97381
C -0.12959 1.77339 -1.78446
H 0.77539 -2.45994 1.98060
H 0.91424 1.83356 -2.23489
H -0.33959 2.65709 -1.17218
H 2.43223 -0.26938 1.26676
H -2.83244 -0.30114 -1.95019
H -0.93600 1.57315 -2.47449
H -0.16778 -0.48688 -2.84398
H 1.38825 1.88486 1.43026
H 1.31931 -0.91555 -1.93707
H 2.87090 0.99776 -0.20092
H -3.41333 0.21201 -0.19716
H 2.36405 -0.77277 -0.42273
H -2.72384 1.46728 -1.37924
H -0.01165 -2.30573 3.48332
H 1.73510 -1.94382 3.44654
H -0.33734 -1.62078 -1.43314
```

Stability, descending: Q, P

P:
# C3H10OS2

2 unconnected molecules or ions with the total composition C3H10OS2 (ωB97M-V with the def2-TZVPD basis set, the OMol25 dataset).

The SMILES is CCSSC.O. The value obtained for the HOMO energy is -8.9 eV. Its HOMO-LUMO gap is 7.961 eV. The net charge is 0.

```
16
C3H10OS2 (ωB97M-V with the def2-TZVPD basis set)
S 0.96331 -0.48718 -0.44166
S -1.15239 0.60365 0.10616
O -0.34319 0.99380 -3.82253
C -0.87457 0.27116 1.84246
C 1.05240 -2.11737 0.38053
C 0.45237 0.72851 2.44097
H 1.35560 -2.91818 -0.35136
H -1.16734 -0.75529 2.12141
H 1.31015 0.43022 1.86812
H -0.51190 1.08262 -2.88416
H 1.92281 -1.97251 0.99173
H -1.65923 0.84648 2.37499
H 0.22571 -2.47459 0.99673
H -0.09799 0.07316 -3.94564
H 0.49212 0.39506 3.49554
H 0.32830 1.84421 2.49191
```

Q:
# C3H10OS2

2 unconnected molecules or ions with the total composition C3H10OS2 (ωB97M-V with the def2-TZVPD basis set, the OMol25 dataset).

The SMILES is CCSSC.O. The value obtained for the HOMO energy is -8.4 eV. Its HOMO-LUMO gap is 9.029 eV. The net charge is 0.

```
16
C3H10OS2 (ωB97M-V with the def2-TZVPD basis set)
S 0.73617 0.80015 -2.05279
S 2.09090 -0.08991 -0.76948
O -1.13795 -1.37585 2.35850
C -1.42056 -0.60271 -1.24419
C 2.36965 0.99955 0.66811
C -0.89338 0.81972 -1.20965
H -0.71369 1.26842 -0.21374
H -1.26215 -1.12242 -2.20410
H -0.92582 -2.05351 1.67730
H -2.45812 -0.78052 -0.91489
H 3.41823 1.30932 0.81351
H 1.73139 1.89894 0.68607
H -1.33201 -1.89422 3.17206
H -0.73500 -1.03206 -0.49435
H -1.54486 1.51128 -1.77778
H 2.07719 0.34383 1.50544
```

R:
# C3H10OS2

2 unconnected molecules or ions with the total composition C3H10OS2 (ωB97M-V with the def2-TZVPD basis set, the OMol25 dataset).

The SMILES is CCO.CSS. The value obtained for the HOMO energy is -8.4 eV. Its HOMO-LUMO gap is 8.420 eV. The net charge is 0.

```
16
C3H10OS2 (ωB97M-V with the def2-TZVPD basis set)
S -1.91179 -2.32403 -1.02828
S 0.12917 -3.35022 -0.91717
O -0.60878 0.87767 -0.82773
C -0.68214 1.19380 0.63619
C 0.91826 -1.71452 -0.65653
C 0.58640 1.76308 1.32574
H 0.34684 -1.32929 0.17964
H 0.33890 1.69132 2.45320
H 2.00186 -1.98631 -0.44111
H -0.28256 1.62388 -1.29681
H 0.85191 2.76065 0.96303
H 1.41820 1.00794 1.16868
H 0.75667 -1.16426 -1.60887
H -0.95093 0.21811 1.05711
H -1.37242 -1.16991 -1.62783
H -1.53957 1.90207 0.62074
```

Stability, descending: Q, P, R

P:
# C3H10OS2

2 unconnected molecules or ions with the total composition C3H10OS2 (ωB97M-V with the def2-TZVPD basis set, the OMol25 dataset).

The SMILES is CCO.CSS. The value obtained for the HOMO energy is -8.9 eV. Its HOMO-LUMO gap is 9.543 eV. The net charge is 0.

```
16
C3H10OS2 (ωB97M-V with the def2-TZVPD basis set)
S 0.14586 3.52908 0.35653
S 1.54321 2.35197 1.32709
O -0.25691 -0.72671 1.03487
C 0.51043 -1.76733 0.43122
C -0.62239 2.30457 -0.75237
C -0.06733 -2.11322 -0.95093
H 1.51283 -1.37497 0.34750
H 0.66817 -2.55619 -1.60689
H -1.18463 2.85025 -1.50781
H -0.93789 -1.13039 1.58341
H -0.91283 -2.78300 -0.83190
H -0.44159 -1.19370 -1.39543
H 0.46598 -2.64631 1.07237
H 0.12732 1.69180 -1.22979
H -1.27177 1.67519 -0.15906
H 0.72154 1.88896 2.28121
```

Q:
# C3H10OS2

2 unconnected molecules or ions with the total composition C3H10OS2 (ωB97M-V with the def2-TZVPD basis set, the OMol25 dataset).

The SMILES is CCSSC.O. The value obtained for the HOMO energy is -8.9 eV. Its HOMO-LUMO gap is 8.275 eV. The net charge is 0.

```
16
C3H10OS2 (ωB97M-V with the def2-TZVPD basis set)
S 1.35201 -0.99442 1.53425
S 1.57248 -0.72860 -0.84349
O -2.52234 -0.94245 -1.51040
C -0.36582 -1.60333 1.44299
C 1.40939 1.89602 -0.15831
C 0.44464 0.73054 -0.53615
H -3.05953 -0.19153 -1.22335
H -1.08165 -0.79806 1.57019
H -1.65606 -0.58810 -1.26671
H 0.06915 1.01625 -1.52781
H 1.66878 1.84796 0.90281
H -0.23265 -2.31526 2.26579
H 2.30589 1.70808 -0.73413
H -0.36978 0.23901 -0.02854
H -0.50520 -2.13834 0.50854
H 0.97068 2.86223 -0.39567
```

Stability, descending: P, Q